# 1
Formula: ClH16O8
Source: OMol25
Level of theory: ωB97M-V/def2-TZVPD

Geometry as ORCA input:
```
! wB97M-V def2-TZVPD RIJCOSX def2/J DEFGRID3
* xyz -1 1
H 16.47716 -18.14278 1.53530
H 14.26918 -17.30848 -1.73213
H 15.26891 -21.51260 -1.62626
H 17.65449 -18.43824 0.22929
H 18.41827 -17.84883 -0.93739
O 15.16864 -16.99011 -1.80852
H 15.62475 -17.37800 -1.06170
H 12.70710 -18.72713 -0.99024
O 18.54223 -18.27436 -0.08899
O 13.58492 -18.48810 -1.28777
H 17.74215 -18.07570 2.36426
H 17.22433 -20.68014 0.07096
H 15.30181 -17.61052 0.51920
O 14.72524 -16.97826 0.94820
O 17.95365 -21.27159 -0.11486
H 16.03434 -20.40565 1.61094
H 18.63543 -21.01428 0.50577
H 15.33325 -20.54673 -0.46228
H 14.14765 -19.19197 -0.96506
H 16.00629 -21.86236 2.02216
H 14.81103 -17.17031 1.88201
O 15.08337 -21.44228 -0.68986
O 15.89933 -20.97611 2.36763
Cl 16.03176 -19.14141 0.23209
O 16.91401 -17.62153 2.20887
*
```

Computed properties:
total energy: -1071.7005 a.u.
highest occupied orbital energy: -6.69 eV
energy relative to the best compared isomer or geometry (same formula, charge and spin): 98.0 kcal per mole
LUMO level: 3.334 eV
HOMO-LUMO gap: 0.3684 hartree

# 2
Formula: C6H7Br
Source: OMol25
Level of theory: ωB97M-V/def2-TZVPD

Geometry as ORCA input:
```
! wB97M-V def2-TZVPD RIJCOSX def2/J DEFGRID3
* xyz 0 3
Br 0.78856 -1.11429 -0.12985
H -1.93799 0.69743 1.15968
C -1.59614 0.32387 0.18535
H -1.96112 1.05765 -0.54659
C 2.72216 1.94697 -0.02528
C 2.59834 -0.61423 0.06881
H -1.93533 -1.75963 0.66640
H 3.29710 -1.32752 -0.33377
H -1.90195 -1.41545 -1.06493
C -2.22940 -1.03624 -0.09531
H -3.31691 -0.96335 -0.10352
C -0.11026 0.47076 0.19303
C 2.79106 0.74106 0.02443
H 2.79189 2.99298 0.00154
*
```

Computed properties:
total energy: -2806.4895 a.u.
⟨S²⟩: 2.028
highest occupied orbital energy (spin up / spin down): -6.36 / -7.48 eV
energy relative to the best compared isomer or geometry (same formula, charge and spin): 69.9 kcal per mole
LUMO level (spin up / spin down): 0.617 / -1.358 eV
HOMO-LUMO gap (spin up / spin down): 0.2566 / 0.2249 hartree

# 3
Formula: C3H10N2
Source: OMol25
Level of theory: ωB97M-V/def2-TZVPD

Geometry as ORCA input:
```
! wB97M-V def2-TZVPD RIJCOSX def2/J DEFGRID3
* xyz 0 1
H -1.27663 1.50823 2.74054
H 0.22072 1.33370 1.74042
H 0.57593 -1.61101 -2.69759
H -0.56326 -0.86397 2.75923
H -0.23123 -0.84696 0.95384
N 0.20881 0.43064 -2.91767
H 1.76396 -0.95860 -0.74664
H -0.82596 0.39099 -2.61145
H -1.44189 1.46263 0.94952
C -0.85381 -0.48351 1.78889
C -0.81039 1.08863 1.83515
H -1.89050 -0.92593 1.60383
N 1.83743 -0.42174 -1.54581
H 2.36984 0.47860 -1.32644
C 0.91699 -0.58171 -2.52580
*
```

Computed properties:
structure (SMILES): [H]/N=C/N.CC
total energy: -229.7139 a.u.
highest occupied orbital energy: -8.13 eV
energy relative to the best compared isomer or geometry (same formula, charge and spin): 59.8 kcal per mole
LUMO level: 0.691 eV
HOMO-LUMO gap: 0.3243 hartree

# 4
Formula: C4H10N2O2
Source: OMol25
Level of theory: ωB97M-V/def2-TZVPD

Geometry as ORCA input:
```
! wB97M-V def2-TZVPD RIJCOSX def2/J DEFGRID3
* xyz 0 1
N -0.09929 -0.07636 -1.86083
H -0.73051 -1.86596 -0.83358
N -0.56033 0.46962 1.45190
H -0.00720 1.02547 -1.73367
H 0.16727 0.25081 3.42395
C 0.08213 -0.47120 0.64857
H -0.99149 2.05220 3.35000
H -1.70521 -0.37367 -0.81985
C -0.68155 -0.78072 -0.71399
H 1.22036 -0.21935 -3.54179
C 0.32698 0.93834 2.54033
H 1.20901 -0.36171 0.51753
C 0.63788 -0.74616 -2.79216
H -0.01111 -1.44753 1.21571
O 0.59558 -1.96762 -2.94507
O -0.23137 2.22910 2.93478
H -0.96865 1.19930 1.00691
H 1.32852 1.25419 2.26310
*
```

Computed properties:
structure (SMILES): O=CNCCNCO
total energy: -418.3402 a.u.
highest occupied orbital energy: -9.26 eV
energy relative to the best compared isomer or geometry (same formula, charge and spin): 75.8 kcal per mole
LUMO level: 0.742 eV
HOMO-LUMO gap: 0.3677 hartree

# 5
Formula: C4H7N2S
Source: OMol25
Level of theory: ωB97M-V/def2-TZVPD

Geometry as ORCA input:
```
! wB97M-V def2-TZVPD RIJCOSX def2/J DEFGRID3
* xyz 1 1
H 1.70446 2.33276 0.39832
H 1.11877 -0.01287 0.85240
C -0.05363 -2.19709 0.11146
H 0.34527 3.31291 -0.25501
N -0.66608 -0.87322 0.16300
S -3.43953 -0.59055 0.14790
H 1.39417 2.43951 -1.35530
C 0.24873 0.23601 0.23970
C -1.92827 -0.74747 0.14715
H -0.81423 -2.97459 0.15114
H 0.62490 -2.31758 0.95643
C 0.92578 2.39594 -0.36808
H 0.50871 -2.30202 -0.81625
N 0.03094 1.29826 -0.37286
*
```

Computed properties:
total energy: -663.9947 a.u.
highest occupied orbital energy: -14.58 eV
energy relative to the best compared isomer or geometry (same formula, charge and spin): 50.2 kcal per mole
LUMO level: -5.697 eV
HOMO-LUMO gap: 0.3263 hartree

# 6
Formula: C5H14
Source: OMol25
Level of theory: ωB97M-V/def2-TZVPD

Geometry as ORCA input:
```
! wB97M-V def2-TZVPD RIJCOSX def2/J DEFGRID3
* xyz 0 1
C -0.43967 -2.36779 -1.32798
H 0.27711 -3.17248 -1.49395
H 1.40147 -0.11260 1.65646
H -1.16998 -2.81496 -0.65208
C -1.02003 -1.71949 -2.59724
H 1.82848 0.84690 3.05354
H 0.08706 -1.60005 -0.76637
C 0.84383 1.94859 1.36318
H -1.22669 1.35592 1.15088
H 1.64658 2.11721 0.63320
H -0.56796 -2.14483 -3.49829
H -2.06783 -1.86819 -2.85869
C -0.39610 1.64664 0.50528
H 0.18037 0.54944 2.84853
H 0.85035 2.88128 1.92519
C 1.07978 0.72398 2.25853
H -0.77558 2.54017 -0.00616
H -0.71894 -0.67592 -2.57306
H -0.21590 0.91302 -0.26671
*
```

Computed properties:
structure (SMILES): CCC.CC
total energy: -198.8712 a.u.
highest occupied orbital energy: -11.37 eV
energy relative to the best compared isomer or geometry (same formula, charge and spin): 11.3 kcal per mole
LUMO level: 1.132 eV
HOMO-LUMO gap: 0.4593 hartree